No. 1
The following is a quantum chemistry calculation of a structure of composition C25H41Cl3CuN6OSSi2Te, from the OMol25 dataset.

```
81
C25H41Cl3CuN6OSSi2Te (ωB97M-V/def2-TZVPD)
Cu 1.220 -0.558 -0.118
Cl 5.921 1.141 4.981
C 4.535 0.698 4.033
C 4.711 0.033 2.833
C 3.599 -0.311 2.088
Cl 3.818 -1.114 0.556
C 2.272 -0.025 2.490
O 1.224 -0.353 1.793
C 2.168 0.665 3.711
Cl 0.583 1.112 4.241
C 3.263 1.022 4.477
H 5.702 -0.213 2.479
H 3.126 1.555 5.406
C 0.562 1.905 -1.577
N 0.651 3.294 -1.998
C 1.978 3.501 -2.590
N 3.054 3.196 -1.644
C 2.927 1.807 -1.223
N 1.609 1.548 -0.591
C 1.475 2.464 0.571
N 1.584 3.859 0.171
C 0.537 4.148 -0.811
C 2.888 4.057 -0.469
H 0.677 1.258 -2.446
H -0.414 1.715 -1.124
H 2.067 4.542 -2.903
H 2.079 2.859 -3.466
H 3.710 1.570 -0.503
H 3.032 1.145 -2.085
H 2.262 2.237 1.290
H 0.508 2.291 1.043
H 0.611 5.192 -1.117
H -0.438 3.986 -0.347
H 3.673 3.831 0.254
H 2.980 5.099 -0.776
C 4.071 -5.650 -1.720
C 2.754 -4.978 -1.475
C 1.715 -5.635 -0.823
C 0.551 -4.922 -0.640
N 0.394 -3.665 -1.051
C 1.455 -3.096 -1.649
S 1.332 -1.440 -2.181
N 2.618 -3.720 -1.883
H 3.917 -6.640 -2.148
H 4.611 -5.772 -0.779
H 4.677 -5.047 -2.391
H 1.815 -6.653 -0.475
H -0.307 -5.371 -0.149
C -1.793 -0.292 -3.810
Si -3.076 -0.480 -2.463
C -4.608 -1.271 -3.210
C -3.571 1.203 -1.782
C -2.572 -1.701 -1.104
Te -1.197 -1.383 0.506
C -2.015 0.399 1.347
Si -3.449 0.088 2.537
C -2.835 -0.844 4.039
C -4.793 -0.898 1.671
C -4.127 1.763 3.049
H -2.157 0.382 -4.591
H -1.559 -1.251 -4.275
H -0.859 0.104 -3.419
H -4.978 -0.685 -4.055
H -5.411 -1.342 -2.472
H -4.395 -2.279 -3.571
H -4.077 1.770 -2.568
H -2.710 1.797 -1.469
H -4.263 1.123 -0.941
H -2.173 -2.607 -1.570
H -3.498 -2.002 -0.606
H -2.289 1.071 0.538
H -1.177 0.838 1.899
H -2.303 -1.760 3.767
H -3.665 -1.116 4.695
H -2.149 -0.219 4.612
H -4.437 -1.878 1.349
H -5.183 -0.366 0.799
H -5.629 -1.065 2.356
H -3.350 2.380 3.506
H -4.932 1.645 3.779
H -4.529 2.309 2.193
```

Electronic energy   -5647.35135 Eh
Relative energy (zero: lowest compared OMol25 entry of this formula, charge and spin)   0.000 eV
Multiplicity   2
HOMO (alpha / beta)   -7.7 / -7.9 eV
Charge   0

These are the Mulliken partial charges, in e, on atoms 1 to 2: atom 1 (Cu): 1.093, atom 2 (Cl): -0.235


No. 2
The following is a quantum chemistry calculation of an isolated molecule of C6H13NO at a distorted geometry, from the OMol25 dataset.

```
21
C6H13NO (ωB97M-V/def2-TZVPD)
C 1.029 1.052 0.534
C 0.529 2.239 -0.221
C 1.176 -1.179 1.593
C -2.084 0.101 0.217
C 0.414 -0.131 0.812
N 0.145 -1.621 -2.172
C -0.774 -0.654 0.107
O -0.262 -0.468 -1.454
H 2.035 1.187 0.929
H 1.100 -1.427 -2.474
H -0.422 -1.606 -3.021
H -0.944 -1.714 0.320
H -0.555 2.296 -0.300
H 0.850 3.158 0.279
H 0.950 2.263 -1.231
H 2.009 -0.751 2.158
H 0.514 -1.676 2.307
H 1.588 -1.933 0.914
H -2.325 0.365 1.252
H -2.076 1.016 -0.375
H -2.897 -0.520 -0.174
```

Electronic energy   -366.29472 Eh
Relative energy (zero: lowest compared OMol25 entry of this formula, charge and spin)   3.787 eV
HOMO   -8.5 eV
SMILES   C/C=C(/C)[C@@H](C)ON
Charge   0

These are the Mulliken partial charges, in e, on atoms 1 to 2: atom 1 (C): -0.291, atom 2 (C): -1.101


No. 3
The following is a quantum chemistry calculation of an isolated molecule of C5H6O2, from the OMol25 dataset.

```
13
C5H6O2 (ωB97M-V/def2-TZVPD)
O -1.298 -0.050 2.129
C -0.017 -0.041 1.553
C -0.049 -0.107 0.026
C 0.689 0.637 -0.763
C 1.358 1.275 -1.678
C -0.893 -1.070 -0.740
O -1.555 -1.955 -0.244
H -1.705 -0.890 1.874
H 0.603 -0.854 1.960
H 0.458 0.897 1.861
H 2.305 0.883 -2.038
H 0.972 2.199 -2.096
H -0.869 -0.923 -1.844
```

Electronic energy   -344.52468 Eh
Relative energy (zero: lowest compared OMol25 entry of this formula, charge and spin)   2.101 eV
HOMO   -10.0 eV
SMILES   C=C=C(C=O)CO
Charge   0

These are the Mulliken partial charges, in e, on atoms 1 to 2: atom 1 (O): -0.520, atom 2 (C): -0.500


Please write out number 1 again, unchanged.
The following is a quantum chemistry calculation of a structure of composition C25H41Cl3CuN6OSSi2Te, from the OMol25 dataset.

```
81
C25H41Cl3CuN6OSSi2Te (ωB97M-V/def2-TZVPD)
Cu 1.220 -0.558 -0.118
Cl 5.921 1.141 4.981
C 4.535 0.698 4.033
C 4.711 0.033 2.833
C 3.599 -0.311 2.088
Cl 3.818 -1.114 0.556
C 2.272 -0.025 2.490
O 1.224 -0.353 1.793
C 2.168 0.665 3.711
Cl 0.583 1.112 4.241
C 3.263 1.022 4.477
H 5.702 -0.213 2.479
H 3.126 1.555 5.406
C 0.562 1.905 -1.577
N 0.651 3.294 -1.998
C 1.978 3.501 -2.590
N 3.054 3.196 -1.644
C 2.927 1.807 -1.223
N 1.609 1.548 -0.591
C 1.475 2.464 0.571
N 1.584 3.859 0.171
C 0.537 4.148 -0.811
C 2.888 4.057 -0.469
H 0.677 1.258 -2.446
H -0.414 1.715 -1.124
H 2.067 4.542 -2.903
H 2.079 2.859 -3.466
H 3.710 1.570 -0.503
H 3.032 1.145 -2.085
H 2.262 2.237 1.290
H 0.508 2.291 1.043
H 0.611 5.192 -1.117
H -0.438 3.986 -0.347
H 3.673 3.831 0.254
H 2.980 5.099 -0.776
C 4.071 -5.650 -1.720
C 2.754 -4.978 -1.475
C 1.715 -5.635 -0.823
C 0.551 -4.922 -0.640
N 0.394 -3.665 -1.051
C 1.455 -3.096 -1.649
S 1.332 -1.440 -2.181
N 2.618 -3.720 -1.883
H 3.917 -6.640 -2.148
H 4.611 -5.772 -0.779
H 4.677 -5.047 -2.391
H 1.815 -6.653 -0.475
H -0.307 -5.371 -0.149
C -1.793 -0.292 -3.810
Si -3.076 -0.480 -2.463
C -4.608 -1.271 -3.210
C -3.571 1.203 -1.782
C -2.572 -1.701 -1.104
Te -1.197 -1.383 0.506
C -2.015 0.399 1.347
Si -3.449 0.088 2.537
C -2.835 -0.844 4.039
C -4.793 -0.898 1.671
C -4.127 1.763 3.049
H -2.157 0.382 -4.591
H -1.559 -1.251 -4.275
H -0.859 0.104 -3.419
H -4.978 -0.685 -4.055
H -5.411 -1.342 -2.472
H -4.395 -2.279 -3.571
H -4.077 1.770 -2.568
H -2.710 1.797 -1.469
H -4.263 1.123 -0.941
H -2.173 -2.607 -1.570
H -3.498 -2.002 -0.606
H -2.289 1.071 0.538
H -1.177 0.838 1.899
H -2.303 -1.760 3.767
H -3.665 -1.116 4.695
H -2.149 -0.219 4.612
H -4.437 -1.878 1.349
H -5.183 -0.366 0.799
H -5.629 -1.065 2.356
H -3.350 2.380 3.506
H -4.932 1.645 3.779
H -4.529 2.309 2.193
```

Electronic energy   -5647.35135 Eh
Relative energy (zero: lowest compared OMol25 entry of this formula, charge and spin)   0.000 eV
Multiplicity   2
HOMO (alpha / beta)   -7.7 / -7.9 eV
Charge   0

These are the Mulliken partial charges, in e, on atoms 1 to 2: atom 1 (Cu): 1.093, atom 2 (Cl): -0.235